Entry 1:
Formula: C35H33BF2N3O2PSSeTc
Source: the OMol25 dataset
Level of theory: ωB97M-V with the def2-TZVPD basis set

Positions of all 80 atoms, in Å:
Tc 1.60 1.15 -0.11
N 1.19 2.04 4.19
C 1.53 1.65 2.92
S 0.50 2.22 1.60
N 2.60 0.98 2.70
N 2.72 0.55 1.41
C 3.63 1.13 0.59
C 4.51 0.27 -0.25
C 5.88 0.23 0.01
C 6.73 -0.58 -0.73
C 6.21 -1.35 -1.75
C 4.86 -1.32 -2.05
C 4.03 -0.52 -1.28
O 2.65 -0.37 -1.58
H 0.22 2.27 4.33
H 1.60 1.47 4.92
H 4.12 2.04 0.97
H 6.27 0.84 0.82
H 7.78 -0.60 -0.50
H 6.86 -1.98 -2.34
H 4.47 -1.91 -2.86
C -1.58 -4.89 6.79
C -1.14 -4.14 5.56
C -1.74 -4.34 4.33
C -1.35 -3.66 3.19
C -2.08 -3.93 1.91
C -0.30 -2.72 3.25
Se 0.27 -1.79 1.67
C 0.33 -2.52 4.49
C 1.50 -1.58 4.68
C -0.10 -3.22 5.61
H -2.43 -5.54 6.57
H -1.88 -4.20 7.59
H -0.78 -5.51 7.19
H -2.55 -5.06 4.26
H -2.80 -4.74 2.05
H -1.38 -4.20 1.11
H -2.61 -3.04 1.58
H 1.74 -1.07 3.75
H 2.38 -2.13 5.00
H 1.27 -0.84 5.45
H 0.41 -3.05 6.56
F 2.32 -2.53 -2.50
B 1.90 -1.31 -2.25
F 0.74 -0.92 -2.72
O 0.25 1.85 -1.53
P -1.11 1.90 -2.22
C -0.80 2.14 -3.98
C 0.48 1.89 -4.47
C 0.72 1.99 -5.83
C -0.30 2.32 -6.70
C -1.58 2.58 -6.21
C -1.82 2.50 -4.85
C -2.09 0.43 -1.95
C -3.24 0.20 -2.71
C -3.94 -0.98 -2.55
C -3.50 -1.93 -1.64
C -2.38 -1.69 -0.86
C -1.68 -0.51 -1.02
C -2.07 3.30 -1.66
C -3.02 3.13 -0.66
C -3.71 4.23 -0.17
C -3.44 5.50 -0.67
C -2.49 5.67 -1.66
C -1.80 4.58 -2.16
H 1.27 1.64 -3.78
H 1.72 1.80 -6.21
H -0.11 2.37 -7.77
H -2.37 2.86 -6.89
H -2.81 2.74 -4.48
H -3.59 0.93 -3.43
H -4.83 -1.16 -3.14
H -4.04 -2.86 -1.53
H -2.03 -2.39 -0.12
H -0.83 -0.33 -0.36
H -3.22 2.14 -0.27
H -4.44 4.10 0.61
H -3.98 6.35 -0.29
H -2.28 6.66 -2.05
H -1.05 4.71 -2.93

Values from the calculation:
LUMO energy (spin up / spin down) in Eh: -0.005 / -0.033
2S+1: 4
Energy in eV: -139180.252
HOMO level (spin up / spin down) in eV: -5.553 / -5.495
ΔE to the lowest compared entry with this formula, charge and spin in eV: 2.466
Expectation value of S²: 3.79
Maximum force in eV/A: 0.6
Orbital gap (spin up / spin down) in eV: 5.42 / 4.59
Net charge: 0

***

Entry 2:
Formula: C37H27MoN3O7P
Source: the OMol25 dataset
Level of theory: ωB97M-V with the def2-TZVPD basis set

Positions of all 76 atoms, in Å:
Mo 0.04 -0.61 -1.15
C 2.77 -1.46 4.47
C 2.79 -2.07 3.22
C 1.86 -1.70 2.26
C 0.91 -0.72 2.56
C 0.89 -0.11 3.81
C 1.82 -0.49 4.76
P -0.34 -0.32 1.33
C -0.94 1.33 1.73
C -2.26 1.61 2.08
C -2.65 2.93 2.27
C -1.73 3.96 2.13
C -0.41 3.68 1.80
C -0.01 2.37 1.60
C -1.66 -1.53 1.57
C -2.31 -1.70 2.76
C -3.26 -2.74 2.91
C -3.51 -3.59 1.87
C -2.82 -3.45 0.64
C -3.02 -4.36 -0.44
C -2.33 -4.23 -1.60
C -1.41 -3.17 -1.77
C -1.20 -2.26 -0.77
C -1.90 -2.40 0.48
H 3.50 -1.75 5.22
H 3.53 -2.82 2.99
H 1.87 -2.17 1.29
H 0.17 0.67 4.03
H 1.82 -0.01 5.74
H -2.98 0.81 2.18
H -3.67 3.15 2.54
H -2.04 4.99 2.27
H 0.32 4.48 1.72
H 1.02 2.15 1.36
H -2.09 -1.06 3.61
H -3.78 -2.86 3.85
H -4.22 -4.40 1.98
H -3.73 -5.18 -0.31
H -2.48 -4.93 -2.42
H -0.89 -3.08 -2.72
O 1.56 -2.87 -3.93
C 1.68 -1.88 -3.28
O 0.58 -1.13 -2.87
C 2.96 -1.28 -2.81
C 4.10 -1.34 -3.59
C 5.25 -0.75 -3.13
C 5.30 -0.10 -1.92
C 4.16 -0.04 -1.16
C 2.99 -0.67 -1.56
O 1.91 -0.76 -0.75
N 4.23 0.72 0.12
O 5.28 0.69 0.72
O 3.21 1.25 0.51
N 6.46 -0.78 -3.98
O 6.34 -1.26 -5.09
O 7.48 -0.31 -3.52
H 4.08 -1.83 -4.56
H 6.22 0.37 -1.59
C 0.40 2.90 -2.18
C -1.08 2.98 -1.90
C -1.78 4.16 -2.06
C -3.15 4.20 -1.84
C -3.86 3.06 -1.47
C -3.20 1.86 -1.30
C -3.93 0.60 -0.93
C -1.81 1.84 -1.52
N -1.15 0.63 -1.35
H 0.83 3.90 -2.28
H 0.59 2.36 -3.10
H 0.93 2.39 -1.38
H -1.25 5.06 -2.36
H -3.69 5.14 -1.98
H -4.93 3.11 -1.31
H -4.97 0.81 -0.67
H -3.46 0.09 -0.08
H -3.93 -0.11 -1.76

Values from the calculation:
LUMO energy in Eh: -0.187
2S+1: 1
Energy in eV: -68744.826
HOMO level in eV: -11.561
ΔE to the lowest compared entry with this formula, charge and spin in eV: 0.426
Maximum force in eV/A: 1.7
Orbital gap in eV: 6.47
Net charge: +1

***

> The highest ΔE to the lowest compared entry with this formula, charge and spin belongs to which entry?

C35H33BF2N3O2PSSeTc